Entry 1:
This record from the OMol25 dataset describes a molecular structure, C25H40Cl4N3O3SiZn in a non-equilibrium geometry. The level of theory is ωB97M-V with the def2-TZVPD basis set.

Geometry as XYZ:
```
77
Properties=species:S:1:pos:R:3
C -3.5502 -2.5475 1.2920
C -2.5233 -3.5562 0.9164
H -4.3793 -2.5532 0.5743
H -3.1244 -1.5323 1.3293
H -3.9449 -2.7701 2.2905
C -2.8535 -4.7949 0.4500
C -4.2294 -5.2528 0.2103
H -2.0940 -5.5551 0.3192
H -4.8363 -4.5661 -0.3857
H -4.7380 -5.4610 1.1590
H -4.1545 -6.1952 -0.3365
Zn -0.7861 -0.7485 2.6970
Cl 0.7340 0.4839 3.6549
Cl -1.9453 -2.1471 3.9640
C 3.0976 1.7451 1.9463
O 2.0675 2.3267 1.6312
N 4.1003 1.4304 1.0803
C 3.9080 1.7324 -0.3187
C 5.3341 0.8157 1.5052
H 3.3929 1.3953 2.9649
H 3.4020 2.7130 -0.4305
H 3.2707 0.9565 -0.7952
H 4.9052 1.7478 -0.8060
H 5.5373 1.1526 2.5194
H 6.1272 1.0970 0.8174
H 5.2639 -0.2765 1.5150
H -4.1869 3.4930 -0.7857
H -3.2414 1.1512 -1.6061
C -4.3562 3.6655 -1.8473
C -3.3907 1.5352 -2.6295
N -3.3680 2.9956 -2.6649
H -4.2752 4.7310 -2.0429
C -2.2387 3.6666 -3.0212
O -1.2270 3.1417 -3.4703
H -2.5875 1.1628 -3.2736
H -2.3452 4.7712 -2.8379
H -5.3692 3.3172 -2.0890
H -4.3712 1.1814 -2.9875
O -0.7085 -1.9219 0.9060
C -1.0579 -3.2712 1.2360
C -0.1044 -4.7181 -0.6136
C -0.0679 -4.2871 0.7135
H -0.8986 -4.3203 -1.2713
C 0.8574 -5.6369 -1.0439
H -0.9505 -3.3180 2.3402
C 0.8834 -4.7797 1.6143
H 0.8951 -5.8847 -2.1122
C 1.7732 -6.1665 -0.1397
C 1.7652 -5.7745 1.1943
H 0.8959 -4.3508 2.6271
H 2.5054 -6.8985 -0.4959
H 2.4864 -6.1845 1.8982
Si 0.1718 -1.0260 -0.3080
Cl -1.8919 0.4225 0.8590
C 0.2984 -1.8993 -2.0203
C 1.8754 -1.4817 0.3451
C 0.1628 0.7211 -0.9946
H 0.9041 -2.8207 -1.9477
H 0.8102 -1.2005 -2.6982
H -0.6913 -2.1299 -2.4433
H -0.7450 0.7531 -1.6011
H 1.0311 0.8304 -1.6752
H 0.1732 1.5753 -0.2826
H 1.8964 -2.5777 0.5131
H 1.9759 -0.9559 1.2999
H 2.6945 -1.2124 -0.3325
Cl 4.1099 7.0222 1.5779
C 2.5576 6.7625 0.9080
C 1.9844 7.7402 0.0846
C 0.7242 7.5051 -0.4485
C 0.0757 6.2962 -0.1175
N 0.6498 5.3891 0.6386
C 1.8512 5.5757 1.1788
H 2.4971 8.6792 -0.0731
H 0.2306 8.2079 -1.1083
H -0.9236 6.0855 -0.5222
H 2.2790 4.7984 1.8070
```

Calculated values
Net charge   -1
Energy relative to the best compared isomer or geometry (same formula, charge and spin)   1.147 eV
2S+1   1

***

Entry 2:
This record from the OMol25 dataset describes a molecular structure, C25H40ClN4SeSrTe in a non-equilibrium geometry. The level of theory is ωB97M-V with the def2-TZVPD basis set.

Geometry as XYZ:
```
73
Properties=species:S:1:pos:R:3
Sr -0.0628 1.0242 0.4432
N -2.8396 3.1415 3.3795
C -2.6793 2.3468 4.6559
C -2.5477 0.8778 4.2878
N -3.7175 0.5123 3.5134
C -3.7269 1.1761 2.2251
C -3.9351 2.6590 2.4591
H -1.9596 3.0546 2.8652
H -2.9590 4.1323 3.5883
H -3.5528 2.5312 5.2763
H -1.7660 2.7108 5.1233
H -2.5122 0.2902 5.2028
H -1.6053 0.7338 3.7306
H -3.7835 -0.4907 3.4083
H -4.5549 0.8012 1.6259
H -2.7966 1.0665 1.6433
H -4.8865 2.8615 2.9450
H -3.8148 3.2122 1.5289
Se 0.6925 -1.0720 1.7976
C 0.8430 -2.9492 1.9682
C 2.0390 -3.5672 1.6130
C 2.1395 -4.9517 1.6412
C 1.0378 -5.7268 1.9726
C -0.1621 -5.1105 2.3031
C -0.2568 -3.7270 2.3219
H 2.8730 -2.9612 1.2811
H 3.0777 -5.4253 1.3815
H 1.1110 -6.8061 1.9705
H -1.0338 -5.7094 2.5348
H -1.1798 -3.2483 2.6241
C 4.1422 -0.1564 0.2614
C 4.9217 1.1798 0.0923
N 4.4067 1.9052 -1.0727
C 4.4392 1.0525 -2.2586
C 3.5103 -0.1632 -2.0436
N 3.0009 -0.1726 -0.6655
C 2.2020 1.0206 -0.3786
C 3.0275 2.2770 -0.8082
H 3.7472 -0.2703 1.2736
H 4.7640 -1.0233 0.0354
H 5.9926 1.0211 -0.0302
H 4.7711 1.8145 0.9680
H 5.4723 0.7485 -2.4327
H 4.1228 1.6445 -3.1198
H 4.0324 -1.1084 -2.2014
H 2.6627 -0.1503 -2.7349
H 2.0475 0.9031 0.7117
H 1.2607 1.0557 -0.9745
H 2.9990 3.0546 -0.0382
H 2.6035 2.6909 -1.7257
Cl -3.7525 0.4103 -2.7897
C -2.0395 0.7169 -2.9122
C -1.3779 0.2082 -4.0066
C -0.0855 0.6336 -4.2903
C 0.4696 1.6323 -3.5138
C -0.1404 2.0230 -2.3288
C -1.3967 1.4939 -1.9260
C -2.0456 2.0554 -0.7366
H -1.8779 -0.4991 -4.6545
H 0.4372 0.2413 -5.1518
H 1.3998 2.0978 -3.8206
H 0.1746 2.9391 -1.8280
H -3.1054 1.8287 -0.8164
H -1.8480 3.1329 -0.7667
C 0.8981 -3.0624 -1.9398
Te 0.2309 -1.1879 -1.1777
C -1.7461 -1.8495 -0.7136
H 0.2929 -3.8476 -1.4967
H 1.9468 -3.1922 -1.6844
H 0.7884 -3.0304 -3.0183
H -1.9641 -2.6880 -1.3718
H -2.4701 -1.0589 -0.9023
H -1.8211 -2.1576 0.3284
```

Calculated values
Net charge   +1
Energy relative to the best compared isomer or geometry (same formula, charge and spin)   5.357 eV
2S+1   1

***

Entry 3:
This record from the OMol25 dataset describes 8 unconnected molecules or ions with the total composition C25H40F6O13P in a non-equilibrium geometry. The level of theory is ωB97M-V with the def2-TZVPD basis set.

Geometry as XYZ:
```
85
Properties=species:S:1:pos:R:3
P 0.2479 0.9708 -0.2770
F -0.4384 -0.3089 0.4307
F 0.3425 0.2055 -1.6868
F -1.2947 1.5041 -0.5399
F 0.6881 2.3665 -0.9934
F 0.1885 1.7762 1.1408
F 1.7708 0.5702 0.0064
O -5.0875 4.0571 3.8698
C -4.5883 3.1035 3.3419
O -5.0851 1.8538 3.5192
C -4.2724 0.8708 2.8310
C -2.9620 1.5639 2.5732
C -3.3733 3.0343 2.4267
H -4.8267 0.5967 1.9280
H -4.1989 -0.0222 3.4468
H -2.3460 1.3587 1.7007
H -2.3360 1.5021 3.4665
H -3.7900 3.2806 1.4469
H -2.6277 3.7458 2.7601
O 1.4018 0.4144 5.1541
C 1.4900 -0.5218 4.4123
O 1.2680 -1.7898 4.8808
C 1.0766 -2.7029 3.8103
C 1.5464 -2.0231 2.5249
C 1.5557 -0.5523 2.9100
H 0.0504 -3.0739 3.7219
H 1.6149 -3.6410 3.9795
H 0.8771 -2.1792 1.6830
H 2.5283 -2.4163 2.2595
H 0.6949 -0.0402 2.4831
H 2.3668 0.0188 2.4583
O 4.2924 4.4402 3.0275
C 3.1410 4.3244 3.3446
O 2.7785 4.0818 4.6200
C 1.4003 4.4057 4.8181
C 0.8315 4.8724 3.4576
C 1.9246 4.5059 2.4547
H 1.2840 5.1808 5.5709
H 0.9072 3.4855 5.1320
H 0.7327 5.9587 3.4749
H -0.1169 4.3863 3.2546
H 2.2065 5.1757 1.6500
H 1.7319 3.5263 2.0043
O -4.1243 -0.8807 -6.4247
C -3.4882 -0.7083 -5.4257
O -3.3095 0.5070 -4.8686
C -2.2932 0.4390 -3.8432
C -1.6227 -0.9119 -4.0362
C -2.7741 -1.7589 -4.5753
H -2.7568 0.5045 -2.8578
H -1.5832 1.2549 -3.9448
H -1.2222 -1.3126 -3.1047
H -0.7887 -0.9201 -4.7349
H -3.4965 -2.0727 -3.8188
H -2.4900 -2.5857 -5.2177
O 1.2395 -1.9558 -5.7390
C 1.8818 -2.1323 -4.7473
O 1.2534 -2.3642 -3.5696
C 2.1438 -2.5224 -2.4679
C 3.5723 -2.4045 -3.0445
C 3.3800 -2.1974 -4.5564
H 2.0390 -3.4958 -1.9882
H 1.9194 -1.7283 -1.7599
H 4.1763 -3.2993 -2.8934
H 4.0509 -1.5908 -2.5063
H 3.8652 -2.9217 -5.2013
H 3.7783 -1.2086 -4.8030
O -1.5620 -4.2473 2.2239
C -1.6299 -3.7636 1.1295
O -0.6512 -3.8866 0.2161
C -0.9721 -3.2555 -1.0720
C -2.3399 -2.6556 -0.8505
C -2.8685 -3.1160 0.5171
H -0.8649 -4.0560 -1.7990
H -0.2637 -2.4597 -1.2870
H -3.0666 -3.0214 -1.5844
H -2.3509 -1.5741 -0.9668
H -3.6023 -3.9084 0.4001
H -3.2312 -2.2780 1.1013
C 4.2135 1.1043 -2.3940
O 4.3968 0.9817 -3.8038
H 4.3244 2.1623 -2.1341
H 3.2068 0.8075 -2.1209
H 4.9955 0.5583 -1.8611
H 5.3203 1.0085 -4.0639
```

Calculated values
Net charge   -1
E_tot   -78795.34177 eV
2S+1   1